[1]
A molecular structure, C9H11BeBr3CoF6N2O10. Source: the OMol25 dataset; level of theory: ωB97M-V/def2-TZVPD.

Last column: Löwdin charge in e.
Geometry (Å):
Co -1.1806 -0.5058 3.4630  1.222
Be -2.4093 3.8171 0.7072  0.938
N -1.2979 2.7012 3.9796  -0.548
O -1.2062 3.2473 2.8746  -0.079
O -1.9481 3.0894 4.9477  0.094
O -1.0101 1.4994 4.0250  -0.125
N -0.0461 0.8021 0.6519  -0.548
O -0.5230 0.0157 1.4930  -0.111
O -0.6509 1.8313 0.3449  -0.058
O 1.0955 0.6427 0.2212  0.061
C 3.8168 -2.0968 -0.5651  -1.482
Br 4.4075 -3.3040 0.9062  0.520
Br 2.7186 -3.1384 -1.8795  0.567
Br 5.2688 -0.9994 -1.3496  0.559
H 3.1254 -1.4047 -0.0844  -0.058
C 0.0201 -3.2186 0.1382  -0.101
C -1.4022 -3.6203 0.5372  -0.182
O -1.5496 -4.4204 1.7050  0.047
C -1.2094 -3.9053 2.9398  -0.195
O -0.8749 -2.7080 3.1309  0.025
C -1.2389 -5.0385 4.0423  -0.638
F -2.3158 -5.7842 3.8660  0.212
F -0.1958 -5.7519 3.9843  0.263
F -1.1942 -4.4922 5.2384  0.195
H 0.4748 -2.5881 0.9023  0.061
H 0.0243 -2.7977 -0.8672  0.057
H 0.7344 -4.0418 0.1208  0.056
H -1.8013 -4.3120 -0.2046  0.138
H -2.0173 -2.7252 0.6297  0.124
C 2.4413 3.4364 -3.3012  -0.053
C 1.1750 3.1915 -2.5100  -0.218
O 0.1027 3.4022 -3.4126  0.045
C -1.1489 3.6029 -2.9936  -0.339
O -1.3962 3.7977 -1.8166  0.041
C -2.1053 3.7606 -4.1767  -0.488
F -1.5084 3.7433 -5.3958  0.171
F -3.0217 2.7493 -4.1217  0.146
F -2.7260 4.9274 -3.9570  0.174
H 2.4511 2.8031 -4.1883  0.085
H 3.2925 3.2633 -2.6427  0.088
H 2.4364 4.4686 -3.6516  0.087
H 1.2719 3.8659 -1.6593  0.129
H 1.1208 2.1949 -2.0718  0.118

Forces on atoms 1 to 2 (eV/Å):
1.4 1.8 -1.9
1.0 -0.7 0.1

Calculated values
HOMO-LUMO gap (spin up / spin down), eV: 7.06 / 6.00
Total charge: +1
Multiplicity: 5

---

[2]
A molecular structure, C9H11BrFHfO3. Source: the OMol25 dataset; level of theory: ωB97M-V/def2-TZVPD.

Last column: Löwdin charge in e.
Geometry (Å):
Hf 3.4807 -1.1184 5.3939  1.369
Br 2.9840 -1.2866 2.6588  -0.182
F -1.2329 -1.5009 2.0883  0.366
C -1.1509 -1.3147 0.8827  -0.110
C -2.3419 -0.9024 0.1764  0.086
C -2.2477 -0.8400 -1.1396  0.076
C -1.0017 -1.2063 -1.8383  0.254
C 0.1165 -1.7573 -1.1161  0.035
C 0.0790 -1.7545 0.2054  0.100
H -3.2835 -0.6862 0.6693  0.175
H -3.0921 -0.4955 -1.7333  0.169
H -0.9371 -0.9930 -2.9069  0.173
H 1.0393 -2.0338 -1.6120  0.162
H 0.9702 -2.0248 0.7683  0.094
C -1.5128 2.4321 0.3712  0.020
O -0.3946 1.6028 0.7189  0.035
C 0.4637 1.3286 -0.2580  -0.629
O 0.2738 1.6444 -1.4104  0.200
O 1.5415 0.7478 0.2305  -0.040
C 2.7393 0.5806 -0.5883  0.030
H -1.7022 3.1573 1.1597  0.124
H -2.4413 1.8629 0.2892  0.091
H -1.3596 2.8964 -0.6003  0.114
H 2.4369 0.2044 -1.5676  0.101
H 3.3846 -0.0938 -0.0537  0.059
H 3.1888 1.5509 -0.7880  0.126

Forces on atoms 1 to 2 (eV/Å):
-0.4 -0.2 -3.0
0.6 0.2 3.3

Calculated values
HOMO-LUMO gap, eV: 3.08
Total charge: +3

---

[3]
2 unconnected molecules or ions with the total composition C9H11BrN. Source: the OMol25 dataset; level of theory: ωB97M-V/def2-TZVPD.

Last column: Löwdin charge in e.
Geometry (Å):
C -1.2183 0.3257 2.6049  -0.028
C -2.1305 -0.2147 1.7076  -0.035
C 0.1137 0.5096 2.2496  0.001
C -1.7339 -0.6105 0.4426  0.001
C 0.5091 0.1414 0.9840  -0.154
C -0.4008 -0.4419 0.0912  -0.234
C 1.8599 0.2658 0.3327  -0.030
C 0.2735 -0.7724 -1.1446  -0.641
C -0.3787 0.9438 -2.7075  0.046
N 1.7358 -0.5968 -0.8863  0.058
Br -0.1122 -2.3751 -2.1210  0.845
H -1.5469 0.6081 3.5919  0.120
H -3.1582 -0.3312 2.0075  0.119
H 0.8144 0.9286 2.9521  0.126
H -2.4285 -1.0492 -0.2543  0.121
H 2.0447 1.2991 0.0296  0.150
H 2.6817 -0.0655 0.9691  0.148
H -1.4016 0.6473 -2.8302  0.013
H 0.2988 0.7131 -3.5069  0.008
H -0.1896 1.8161 -2.1114  0.013
H 2.2286 -0.2159 -1.7006  0.183
H 2.1388 -1.5255 -0.6999  0.170

Forces on atoms 1 to 2 (eV/Å):
0.1 0.1 0.0
0.0 -0.1 -0.3

Calculated values
HOMO-LUMO gap (spin up / spin down), eV: 7.44 / 7.52
Total charge: +1
Multiplicity: 3
Relative energy (zero: lowest compared OMol25 entry of this formula, charge and spin), kJ/mol: 0.0

---

[4]
A gas-phase ion, C9H11BrNS (charge +1). Source: the OMol25 dataset; level of theory: ωB97M-V/def2-TZVPD.

Last column: Löwdin charge in e.
Geometry (Å):
C 3.2949 -1.4358 -0.3106  -0.031
C 2.7471 -0.9268 0.8719  -0.073
C 2.4419 -1.4890 -1.3906  -0.083
C 1.5029 -0.3416 0.9336  -0.063
C 1.1385 -1.1129 -1.3569  -0.081
C 0.7224 -0.4547 -0.2061  -0.315
C -2.5833 1.3608 0.7130  -0.155
C -2.6507 1.7165 -0.8234  -0.406
C -0.8074 -0.0699 -0.1582  -0.902
N -1.2104 0.7730 1.0903  0.008
S -1.3070 0.8517 -1.5794  0.984
Br -1.8303 -1.8291 0.1812  0.723
H 4.2692 -1.9080 -0.3750  0.122
H 3.4554 -0.6776 1.6468  0.112
H 2.8213 -1.9127 -2.3073  0.119
H 1.3158 0.1252 1.9861  0.154
H 0.6279 -1.3398 -2.3361  0.149
H -2.7553 2.1834 1.4584  0.142
H -3.4491 0.6864 0.9864  0.132
H -3.5948 1.3906 -1.1179  0.065
H -2.4440 2.7646 -1.0205  0.085
H -0.5918 1.5779 1.2975  0.185
H -1.1131 0.0679 1.8168  0.128

Forces on atoms 1 to 2 (eV/Å):
-1.1 -0.3 0.8
2.2 1.0 -0.5

Calculated values
SMILES: Br[C@]1(c2ccccc2)[NH2+]CCS1
HOMO-LUMO gap, eV: 9.24
Total charge: +1
Relative energy (zero: lowest compared OMol25 entry of this formula, charge and spin), kJ/mol: 0.0

---

[5]
A single C9H11Cl2N2P molecule. Source: the OMol25 dataset; level of theory: ωB97M-V/def2-TZVPD.

Last column: Löwdin charge in e.
Geometry (Å):
C 1.6678 0.7492 -0.7542  -0.015
C 0.6677 -1.1318 0.4592  -0.043
C 2.9208 0.2458 -0.4288  -0.059
C 1.9043 -1.6177 0.5743  -0.054
C 0.4881 0.0652 -0.2611  -0.192
C 3.1040 -0.9890 0.1338  -0.251
C -0.7996 0.7210 -0.3531  -0.181
C 4.3965 -1.7261 0.3761  -0.047
C -3.4889 2.0204 0.0194  -0.179
N -1.8295 0.0842 -0.1555  0.004
N -3.1691 0.6576 -0.1742  -0.507
P -4.2582 -0.5914 -0.1144  0.204
Cl -5.5644 -0.0048 -1.5338  0.177
Cl -5.4067 -0.1746 1.5919  0.099
H 1.4142 1.8300 -1.0037  0.125
H -0.2883 -1.5397 0.8212  0.120
H 3.6865 0.9167 -0.6013  0.088
H 1.9634 -2.6274 0.9253  0.105
H -0.8329 1.7910 -0.6876  0.123
H 5.0046 -2.0807 -0.5953  0.128
H 5.2159 -1.1799 0.7661  0.051
H 4.1483 -2.6275 0.9790  0.078
H -4.5301 2.2179 -0.2793  0.048
H -3.4759 2.2990 1.0436  0.064
H -2.9386 2.6923 -0.7476  0.115

Forces on atoms 1 to 2 (eV/Å):
1.1 1.5 0.8
-0.9 -0.7 0.2

Calculated values
HOMO-LUMO gap (spin up / spin down), eV: 6.07 / 6.43
Multiplicity: 3
Relative energy (zero: lowest compared OMol25 entry of this formula, charge and spin), kJ/mol: 44.3

---

| no. | E_tot (eV) |
| --- | --- |
| 1 | -297407.5234 |
| 2 | -89682.0521 |
| 3 | -81033.2624 |
| 4 | -91871.3218 |
| 5 | -46821.2364 |